ORCA calculation (ωB97M-V with the def2-TZVPD basis set) on a molecular structure, C4H16FN8O4Tl.

The geometry in XYZ format:
```
34
Properties=species:S:1:pos:R:3:lowdin_charge:R:1
Tl 0.35744 1.05277 0.50082 1.337
F -0.28751 1.78373 -1.55151 -0.289
C -2.53680 1.64624 -0.31150 -0.635
O -1.61229 1.07489 0.24529 -0.067
N -2.36532 2.34518 -1.37107 0.223
N -3.80672 1.51586 0.02730 0.226
H -1.39634 2.34947 -1.65594 -0.023
H -3.03375 3.02340 -1.70773 0.150
H -3.89667 0.92912 0.84447 0.128
H -4.51111 2.06956 -0.43890 0.145
C 2.30708 0.71825 -1.75763 -0.654
O 1.79679 0.34912 -0.71357 -0.029
N 1.82600 1.66567 -2.51795 0.205
N 3.33822 0.24463 -2.32740 0.221
H 0.88218 1.94769 -2.29492 0.028
H 2.31947 1.84774 -3.38018 0.143
H 3.75461 -0.59292 -1.94629 0.143
H 3.88515 0.93606 -2.82024 0.150
C 2.14885 -1.26304 1.15272 -0.631
O 1.55890 -0.20580 1.03571 -0.122
N 1.63548 -2.42730 0.82626 0.249
N 3.35284 -1.38867 1.61608 0.240
H 2.42122 -3.05234 0.93598 0.132
H 0.82975 -2.56794 0.23369 0.146
H 3.86219 -2.25923 1.66898 0.148
H 3.79860 -0.51258 1.84821 0.153
C -1.64750 -1.12934 1.51998 -0.644
O -0.79114 -0.35787 1.13430 -0.082
N -2.45489 -1.85832 0.78593 0.225
N -1.96714 -1.36002 2.76976 0.221
H -3.23975 -2.19599 1.32452 0.137
H -2.47845 -1.41411 -0.12082 0.140
H -1.38642 -0.86410 3.43076 0.144
H -2.66298 -2.04982 3.01489 0.141
```

Its lowest unoccupied orbital energy is -8.38 eV. As for the frontier orbital gap: 7.57 eV. The calculation puts the largest force on an atom at 11.36 eV/Å. As for the spin multiplicity: 1. The net charge is +2. For the HOMO energy, the calculation gives -15.95 eV.

ORCA calculation (ωB97M-V with the def2-TZVPD basis set) on 3 unconnected molecules or ions with the total composition C4H16N2O2.

The geometry in XYZ format:
```
24
Properties=species:S:1:pos:R:3:lowdin_charge:R:1
C 1.54610 -1.56805 -0.88607 -0.072
C 0.35708 -0.64890 -0.66023 -0.485
C 0.38333 -0.17956 0.77670 -0.190
C -0.11040 1.25014 1.12373 -0.267
N -1.55865 1.43020 0.86600 -0.001
N -0.96367 -1.04181 -1.13663 0.049
H 2.49660 -1.07077 -0.76509 0.079
H 1.36201 -2.51329 -0.36017 0.080
H 1.48378 -1.94618 -1.93070 0.080
H 0.63587 0.27661 -1.23484 0.142
H 1.35343 -0.14708 1.26087 0.114
H -0.22209 -0.89390 1.36047 0.088
H 0.02820 1.40166 2.19975 0.111
H 0.54237 1.84432 0.48010 0.067
H -1.69995 0.96567 -0.03105 0.035
H -1.79857 2.40363 0.71040 0.054
H -1.28674 -1.97332 -0.89852 0.064
H -1.00099 -1.00083 -2.14746 0.078
H 1.43698 3.80604 -1.58999 0.040
H 0.31272 3.21588 -0.73738 0.010
O 1.14074 3.70204 -0.68079 -0.058
H -0.93223 -2.68367 0.92363 -0.007
H -2.03759 -1.91927 1.63802 0.054
O -1.46834 -2.70956 1.71929 -0.065
```

Its lowest unoccupied orbital energy is 0.57 eV. As for the frontier orbital gap: 9.96 eV. The calculation puts the largest force on an atom at 2.90 eV/Å. As for the spin multiplicity: 1. Its SMILES is C[C@@H](N)CCN.O.O. For the HOMO energy, the calculation gives -9.38 eV.

ORCA calculation (ωB97M-V with the def2-TZVPD basis set) on 3 unconnected molecules or ions with the total composition C4H16N2O2.

The geometry in XYZ format:
```
24
Properties=species:S:1:pos:R:3:lowdin_charge:R:1
C -0.93312 0.84425 2.10562 -0.114
N -0.66665 0.68573 0.67564 -0.114
C -1.38798 -0.42595 0.07312 -0.265
C -0.71580 -1.01956 -1.18156 -0.190
C 0.80784 -1.13564 -1.13960 -0.282
N 1.32518 -1.87792 0.01794 -0.002
H -1.51990 1.74266 2.29094 0.069
H -1.42997 -0.02495 2.54654 0.071
H 0.00842 0.94364 2.64454 0.072
H 0.31808 0.57332 0.48624 0.039
H -2.37150 -0.10496 -0.27724 0.108
H -1.63330 -1.22051 0.77944 0.096
H -1.01257 -0.46651 -2.06795 0.097
H -1.15740 -2.00204 -1.34530 0.106
H 1.22784 -0.13280 -1.08376 0.081
H 1.12149 -1.61028 -2.07255 0.114
H 0.67937 -1.74942 0.79373 0.059
H 1.33720 -2.88885 -0.13577 0.071
H -0.62368 3.32888 -1.92016 0.031
H -0.96259 1.95119 -1.37440 0.002
O -0.64715 2.40136 -2.17326 -0.072
H 2.75419 1.37061 0.31839 0.052
H 3.00580 0.00780 0.98114 0.037
O 2.47620 0.80995 1.05827 -0.064
```

Its lowest unoccupied orbital energy is 0.83 eV. As for the frontier orbital gap: 9.67 eV. The calculation puts the largest force on an atom at 0.92 eV/Å. As for the spin multiplicity: 1. Its SMILES is CNCCCN.O.O. For the HOMO energy, the calculation gives -8.84 eV.

ORCA calculation (ωB97M-V with the def2-TZVPD basis set) on 3 unconnected molecules or ions with the total composition C4H16N2O2.

The geometry in XYZ format:
```
24
Properties=species:S:1:pos:R:3:lowdin_charge:R:1
C 1.02627 -0.02682 2.93966 -0.153
N 0.56706 -0.19282 1.56243 -0.116
C 0.45330 1.10598 0.89205 -0.245
C 0.83013 0.82852 -0.58721 -0.199
C -0.27206 0.17730 -1.40062 -0.303
N -1.50758 0.98173 -1.57956 -0.003
H 2.10453 -0.12554 3.04768 0.068
H 0.57362 0.78502 3.50885 0.074
H 0.82056 -0.93567 3.53772 0.076
H -0.30274 -0.70667 1.54105 0.075
H 1.23786 1.79373 1.26639 0.118
H -0.53486 1.59036 0.95638 0.106
H 1.75649 0.22204 -0.56374 0.105
H 1.14004 1.76522 -1.07172 0.109
H -0.59050 -0.82363 -1.07680 0.099
H 0.22160 -0.05523 -2.35984 0.098
H -1.25327 1.95270 -1.44242 0.075
H -1.84130 0.81204 -2.51761 0.080
H 2.07312 -1.59823 -1.74335 0.012
H 0.76021 -2.32956 -2.09868 0.033
O 1.67806 -2.19279 -2.37783 -0.054
H -2.27034 0.23936 0.06540 -0.006
H -3.28640 -0.22065 1.23038 0.033
O -2.49659 -0.44273 0.73714 -0.082
```

Its lowest unoccupied orbital energy is 0.81 eV. As for the frontier orbital gap: 9.57 eV. The calculation puts the largest force on an atom at 2.24 eV/Å. As for the spin multiplicity: 1. Its SMILES is CNCCCN.O.O. For the HOMO energy, the calculation gives -8.76 eV.

ORCA calculation (ωB97M-V with the def2-TZVPD basis set) on 4 unconnected molecules or ions with the total composition C4H16N2O2.

The geometry in XYZ format:
```
24
Properties=species:S:1:pos:R:3:lowdin_charge:R:1
C 1.57236 -2.21132 -0.64292 -0.086
N 0.58413 -1.83141 0.34323 -0.012
C -1.09747 -0.43874 1.30044 -0.018
C -0.43907 -0.96442 0.01242 -0.301
C 0.20869 0.28077 -0.96784 -0.189
N -0.85674 1.01799 -1.21945 0.120
H 2.21343 -1.38863 -0.96032 0.083
H 2.16106 -3.00022 -0.18111 0.093
H 1.10173 -2.60829 -1.54553 0.090
H 1.03484 -1.25692 1.10469 0.064
H -1.79481 0.33940 1.00388 0.066
H -0.29467 0.04034 1.85937 0.071
H -1.49561 -1.28722 1.84581 0.093
H -1.23034 -1.36586 -0.61107 0.148
H 0.99220 0.72306 -0.31370 0.116
H 0.62523 -0.14030 -1.87883 0.112
H -1.95548 1.96241 -0.68375 -0.074
H -1.02316 1.08384 -2.22494 0.107
H -3.13648 2.95657 -0.94520 0.018
H 2.80525 -0.24567 1.79677 -0.056
O 1.99350 0.05180 1.35957 -0.385
H 0.65908 3.07845 0.77499 0.044
H 0.05434 2.72053 1.01320 0.030
O -2.68198 2.48383 -0.23970 -0.131
```

Its lowest unoccupied orbital energy is -3.08 eV. As for the frontier orbital gap: 5.25 eV. The calculation puts the largest force on an atom at 4.11 eV/Å. As for the spin multiplicity: 1. For the HOMO energy, the calculation gives -8.32 eV.

ORCA calculation (ωB97M-V with the def2-TZVPD basis set) on 3 unconnected molecules or ions with the total composition C4H16N2O2.

The geometry in XYZ format:
```
24
Properties=species:S:1:pos:R:3:lowdin_charge:R:1
N -2.68467 -1.40698 -0.42339 0.000
C -1.51034 -1.59470 -1.27583 -0.263
C -0.63501 -0.35017 -1.39408 -0.216
N -0.05014 0.06332 -0.12716 -0.296
C 0.44510 1.46764 -0.21789 -0.074
C 1.08557 -0.72374 0.37464 -0.079
H -2.51196 -0.84440 0.40876 0.034
H -3.40174 -0.88427 -0.91605 0.063
H -1.91997 -1.93909 -2.22392 0.108
H -0.95582 -2.44313 -0.86028 0.102
H -1.29192 0.46227 -1.71120 0.114
H 0.11196 -0.48960 -2.18817 0.119
H 0.41678 2.05330 0.69540 0.095
H 1.44609 1.43948 -0.65089 0.075
H -0.14758 1.98078 -0.97955 0.085
H 0.91771 -1.63029 0.95620 0.091
H 1.66980 -0.04989 0.99451 0.057
H 1.77135 -0.92770 -0.46841 0.095
H 4.21573 1.46669 1.90328 0.039
H 3.26885 1.38647 0.67446 -0.008
O 3.51232 1.91018 1.42741 -0.045
H -1.03438 0.29702 2.76802 0.024
H -1.07927 0.32124 1.19928 -0.010
O -1.63846 0.43558 2.03487 -0.111
```

Its lowest unoccupied orbital energy is 0.56 eV. As for the frontier orbital gap: 9.59 eV. The calculation puts the largest force on an atom at 1.59 eV/Å. As for the spin multiplicity: 1. Its SMILES is CN(C)CCN.O.O. For the HOMO energy, the calculation gives -9.03 eV.

ORCA calculation (ωB97M-V with the def2-TZVPD basis set) on 3 unconnected molecules or ions with the total composition C4H16N2O2.

The geometry in XYZ format:
```
24
Properties=species:S:1:pos:R:3:lowdin_charge:R:1
C 1.28132 2.07508 -1.12469 -0.118
C 0.96504 0.84284 -1.94039 -0.247
C 0.92799 -0.44068 -1.11505 -0.252
N -0.08438 -0.36199 -0.07427 -0.086
C 0.08395 -1.39109 0.93465 -0.311
N -1.05232 -1.32880 1.87631 0.009
H 2.23983 2.09718 -0.62620 0.073
H 0.49833 2.39187 -0.43660 0.066
H 1.33488 2.95711 -1.77880 0.072
H -0.00791 0.96899 -2.42190 0.107
H 1.69893 0.71453 -2.73674 0.105
H 1.94297 -0.64234 -0.74526 0.116
H 0.66732 -1.30450 -1.73588 0.116
H -0.13630 0.53643 0.39381 0.075
H 0.17286 -2.35595 0.42589 0.118
H 0.99670 -1.21187 1.52132 0.116
H -1.86787 -1.56378 1.32713 0.050
H -0.91186 -2.09796 2.51945 0.077
H -0.07519 1.82105 3.30443 0.035
H -0.37377 0.39095 2.74168 0.004
O -0.10738 1.29918 2.49600 -0.082
H -3.44683 -0.99764 -1.21409 0.036
H -2.00884 -0.87684 -0.76536 0.003
O -2.73745 -1.52176 -0.82546 -0.081
```

Its lowest unoccupied orbital energy is 0.96 eV. As for the frontier orbital gap: 10.04 eV. The calculation puts the largest force on an atom at 1.64 eV/Å. As for the spin multiplicity: 1. Its SMILES is CCCNCN.O.O. For the HOMO energy, the calculation gives -9.08 eV.

ORCA calculation (ωB97M-V with the def2-TZVPD basis set) on 3 unconnected molecules or ions with the total composition C4H16N2O3S.

The geometry in XYZ format:
```
26
Properties=species:S:1:pos:R:3:lowdin_charge:R:1
C 0.61374 -1.31910 0.86768 -0.279
N -0.16133 -2.54864 1.22922 0.015
C -0.18233 -0.30007 0.04664 -0.417
C -0.92716 -0.98941 -1.12191 -0.510
S 0.28065 -1.74366 -2.30320 0.724
N -1.18945 0.32330 0.96758 -0.012
C -0.73071 1.44454 1.71928 -0.257
O -0.92816 2.74840 1.10092 -0.092
H 1.18609 -0.89137 1.71331 0.118
H 1.43891 -1.71313 0.25285 0.061
H -0.57923 -2.93864 0.40547 0.037
H -0.69536 -2.17554 2.00106 0.059
H 0.46357 0.45384 -0.40397 0.090
H -1.62320 -1.73547 -0.71288 0.066
H -1.58509 -0.27285 -1.65107 0.070
H 0.58668 -0.55308 -2.90483 -0.130
H -2.14287 0.34041 0.63991 0.112
H 0.35522 1.44613 1.84211 0.127
H -1.30764 1.52095 2.62481 0.107
H -1.64935 2.85195 0.46548 0.074
H -0.52790 1.75305 -2.79025 0.046
H -0.25665 2.17503 -1.31215 0.007
O 0.15232 2.09785 -2.18396 -0.060
H 3.30768 -0.76596 0.02552 0.034
H 3.26412 0.81930 -0.18241 0.054
O 2.83743 -0.02782 -0.33521 -0.047
```

Its lowest unoccupied orbital energy is 0.44 eV. As for the frontier orbital gap: 9.30 eV. The calculation puts the largest force on an atom at 3.17 eV/Å. As for the spin multiplicity: 1. Its SMILES is NC[C@@H](CS)NCO.O.O. For the HOMO energy, the calculation gives -8.86 eV.

The highest frontier orbital gap belongs to which entry? number 7

What is the spin multiplicity in the fifth record? 1

spin multiplicity of number 7 (C4H16N2O2)? 1